{
  "formula": "C43H50BLaN4O6S2",
  "method": "ωB97M-V/def2-TZVPD",
  "gap_ev": 6.407,
  "homo_energy_ev": -12.4,
  "total_energy_ha": -3191.5340,
  "total_charge": 2,
  "mol_weight_da": 932.75,
  "max_force_ev_per_a": 2.998,
  "symbols": ["La", "O", "C", "O", "C", "C", "C", "C", "C", "C", "N", "C", "C", "C", "C", "C", "C", "N", "H", "H", "H", "H", "H", "H", "H", "H", "H", "H", "C", "C", "S", "O", "C", "C", "H", "H", "H", "H", "H", "H", "H", "H", "H", "H", "C", "C", "C", "C", "C", "C", "C", "O", "C", "C", "C", "H", "H", "H", "H", "H", "H", "H", "H", "H", "H", "H", "H", "N", "C", "S", "C", "C", "C", "N", "C", "C", "H", "H", "H", "H", "H", "H", "C", "C", "C", "C", "C", "C", "C", "C", "O", "B", "O", "C", "C", "H", "H", "H", "H", "H", "H", "H", "H", "H", "H", "H", "H"],
  "xyz": [[0.187752, 0.307522, 0.146790], [5.871836, -5.131965, 0.724950], [5.595625, -4.563214, 1.917285], [6.247794, -4.825280, 2.879636], [4.438543, -3.597803, 1.979517], [3.354158, -3.646195, 1.116550], [2.311101, -2.738941, 1.254851], [2.340696, -1.800661, 2.277368], [3.432342, -1.737367, 3.134568], [4.470724, -2.640237, 2.987996], [1.214608, -0.909198, 2.389906], [0.804030, -0.541600, 3.525187], [-0.362576, 0.363823, 3.676311], [-0.717188, 0.813767, 4.924161], [-1.820983, 1.653162, 5.048313], [-2.529875, 1.993061, 3.916120], [-2.106916, 1.489848, 2.693206], [-1.046003, 0.690266, 2.566566], [5.312004, -4.772055, 0.031165], [3.287275, -4.409202, 0.345497], [1.448242, -2.801003, 0.598007], [3.491366, -0.966065, 3.898200], [5.323958, -2.619150, 3.656611], [1.266848, -0.908765, 4.441441], [-0.139950, 0.513656, 5.792690], [-2.117512, 2.030252, 6.020127], [-3.400434, 2.637614, 3.965653], [-2.648834, 1.730311, 1.783107], [-1.983493, 1.645705, -5.163748], [-2.346921, 1.072072, -3.793987], [-1.691049, 2.105616, -2.498386], [-1.675307, 1.207582, -1.226489], [-3.063363, 3.229463, -2.257716], [-4.328670, 2.581418, -1.699217], [-2.334545, 0.967847, -5.941821], [-0.903676, 1.764475, -5.278712], [-2.455364, 2.616024, -5.339719], [-1.880377, 0.103844, -3.610101], [-3.422138, 0.976768, -3.644331], [-3.208723, 3.689074, -3.240518], [-2.655610, 3.991882, -1.594891], [-4.934082, 2.117515, -2.477513], [-4.939630, 3.349631, -1.224901], [-4.095531, 1.828167, -0.946361], [6.120317, 3.324648, -1.849580], [5.212120, 2.135640, -2.016337], [3.944223, 2.277623, -2.572875], [3.052409, 1.225426, -2.638516], [1.733168, 1.473967, -3.340445], [3.468204, -0.033172, -2.146790], [2.557022, -1.139628, -1.989409], [1.350339, -1.041828, -1.706123], [4.792569, -0.231246, -1.682083], [5.294687, -1.586289, -1.213677], [5.625400, 0.865750, -1.601551], [5.741284, 4.199803, -2.378777], [7.129350, 3.104768, -2.205715], [6.193945, 3.584645, -0.788298], [3.638068, 3.250046, -2.954494], [1.337861, 2.449904, -3.054464], [0.983138, 0.714348, -3.139996], [1.899690, 1.486185, -4.422308], [2.971619, -2.149352, -2.059095], [4.743474, -1.953644, -0.341153], [6.343646, -1.517761, -0.932626], [5.219119, -2.338267, -2.006419], [6.625840, 0.739444, -1.198106], [-4.004042, -6.226624, 1.232113], [-4.304305, -5.190398, 0.437817], [-5.679796, -5.106231, -0.448266], [-3.265147, -4.082598, 0.441017], [-3.284551, -3.103328, -0.537213], [-2.343644, -2.098919, -0.502632], [-1.388652, -1.992722, 0.434804], [-1.374924, -2.938686, 1.377635], [-2.277908, -3.985911, 1.414918], [-4.653919, -6.993181, 1.269254], [-3.127360, -6.327603, 1.707613], [-4.040447, -3.137279, -1.311785], [-2.365530, -1.322700, -1.261946], [-0.612891, -2.856887, 2.141623], [-2.202345, -4.692700, 2.232140], [6.643462, 7.004808, -0.737489], [5.120919, 7.189135, -0.643555], [4.598765, 7.609365, -2.017809], [4.815630, 8.313735, 0.362870], [4.458160, 5.887678, -0.164911], [4.919931, 5.270481, 1.006980], [4.355560, 4.103255, 1.519721], [3.308628, 3.560347, 0.812033], [2.578815, 2.405893, 1.071505], [1.625395, 2.298627, 0.032340], [1.780178, 3.409154, -0.828519], [2.835953, 4.152178, -0.327197], [3.379256, 5.309824, -0.844943], [7.107540, 7.916753, -1.129758], [6.897179, 6.179997, -1.412814], [7.097951, 6.800380, 0.236476], [5.111312, 8.519438, -2.335884], [3.525892, 7.830253, -2.003129], [4.786835, 6.840471, -2.775939], [5.259805, 9.259355, 0.028364], [5.221048, 8.083193, 1.353765], [3.735500, 8.461148, 0.463877], [5.746029, 5.719458, 1.550247], [4.734640, 3.643108, 2.425890], [2.976007, 5.741373, -1.755556]],
  "forces_ev_per_a": [[-1.7406, -2.4358, -0.1635], [-0.0983, 0.0840, 0.1361], [0.0466, -0.1476, -0.0816], [0.0385, 0.0810, 0.1213], [0.1067, -0.0568, 0.0225], [-0.1462, -0.0131, -0.1117], [-0.1127, -0.1518, -0.0817], [-0.3409, 0.2669, 0.0349], [0.1452, 0.1773, 0.1613], [0.0300, 0.0586, 0.1070], [0.4790, -0.2363, -0.9217], [-0.3686, 0.2149, 0.5074], [0.3018, -0.3298, -0.2496], [-0.0960, 0.0981, 0.4642], [0.0629, -0.0004, 0.2090], [-0.1615, 0.1004, -0.0485], [0.1080, -0.1820, -0.0582], [0.0593, 0.3389, -0.3923], [-0.0276, 0.0261, -0.1405], [-0.0129, 0.0712, 0.0645], [0.0408, 0.0062, 0.0184], [-0.0151, -0.1160, -0.0967], [-0.0697, 0.0001, -0.0534], [-0.0019, 0.0501, 0.0712], [-0.0772, 0.0582, -0.0767], [0.0257, -0.0404, -0.0670], [0.1089, -0.0804, -0.0072], [0.0665, -0.0100, 0.0274], [-0.0438, 0.0040, 0.0027], [-0.0724, -0.1231, -0.2006], [0.2283, -0.0637, 0.5381], [0.3609, 0.0842, -0.1724], [-0.1365, -0.0059, 0.1244], [0.0002, 0.0974, -0.0655], [0.0029, 0.0323, 0.0401], [-0.0920, -0.0310, 0.0478], [0.0356, -0.0945, 0.0412], [0.0241, -0.0507, -0.1294], [0.0298, -0.1109, -0.0502], [-0.0181, 0.0384, 0.0944], [-0.0663, 0.0612, 0.0325], [0.0468, 0.0199, 0.0286], [0.0105, -0.0266, -0.0597], [0.0508, 0.0420, -0.0103], [-0.0373, -0.1556, -0.0602], [0.1341, 0.1085, 0.0151], [0.1107, 0.1703, -0.1254], [-0.1688, 0.0060, -0.0565], [0.1540, 0.0035, -0.0127], [-0.1890, -0.1276, -0.0298], [0.0618, 0.1892, 0.0999], [-0.1986, 0.1462, 0.3413], [0.0786, -0.1795, 0.0637], [-0.1025, 0.1301, -0.0554], [0.0977, 0.0376, 0.0642], [0.0109, -0.1076, 0.0233], [-0.0653, -0.0211, 0.0150], [-0.0283, -0.0275, -0.0908], [0.0706, -0.1648, 0.0698], [0.0711, -0.0713, 0.0073], [-0.0026, -0.0520, -0.0147], [0.0280, 0.0043, 0.0621], [0.0224, -0.0916, -0.0166], [0.0619, 0.1107, -0.1263], [-0.0055, 0.0295, -0.0147], [-0.0014, 0.0789, 0.0531], [-0.0679, 0.0248, -0.0451], [-0.1565, -0.0558, -0.0401], [0.3152, 0.2434, -0.0024], [0.1643, 0.1173, 0.0700], [-0.3063, -0.3708, 0.1030], [-0.1282, 0.0058, -0.2000], [0.0900, 0.1944, -0.0803], [-0.2459, -0.2676, -0.0456], [-0.0753, -0.0129, -0.0411], [0.0526, -0.0600, 0.1957], [-0.0366, -0.0861, 0.0226], [0.0517, -0.0347, -0.0291], [0.0304, 0.0106, 0.0438], [0.0420, -0.0064, 0.0309], [0.0381, 0.0160, 0.0209], [0.0004, 0.0951, -0.0339], [0.0893, -0.0396, -0.0733], [-0.0537, -0.0232, 0.0764], [-0.0284, 0.0386, -0.0852], [-0.0402, 0.0007, 0.0504], [-0.0829, 0.0866, 0.0244], [-0.0261, -0.0205, 0.1453], [0.2851, 0.1141, 0.0632], [0.0319, -0.3873, 0.3467], [0.0205, 0.1496, -0.2050], [1.5636, 2.5412, -0.1314], [0.1315, -0.0050, 0.3804], [-0.3926, 0.0783, -0.3563], [0.1157, 0.1767, -0.0736], [-0.0852, -0.1310, 0.0656], [0.0002, 0.1121, 0.0715], [-0.0736, 0.0154, -0.1196], [-0.0247, -0.0525, 0.0029], [0.1296, -0.0300, 0.0186], [-0.0180, 0.0746, 0.0654], [-0.0567, -0.1896, 0.0341], [-0.0580, 0.0254, -0.1304], [0.1087, -0.0032, -0.0045], [-0.1098, -0.0599, -0.0708], [-0.0513, 0.0511, -0.0850], [0.0429, -0.0564, 0.1523]]
}

***

{
  "formula": "C4H7N2",
  "method": "ωB97M-V/def2-TZVPD",
  "gap_ev": [8.688, 8.515],
  "homo_energy_ev": [-13.9, -14.0],
  "total_energy_ha": -265.6289,
  "total_charge": 1,
  "mol_weight_da": 83.11,
  "max_force_ev_per_a": 4.846,
  "symbols": ["C", "C", "C", "C", "N", "N", "H", "H", "H", "H", "H", "H", "H"],
  "xyz": [[-1.678258, 0.298138, 0.018216], [-0.495653, 1.200768, 0.181703], [-0.853746, -0.466817, -0.935193], [1.292203, -0.590609, 0.459831], [-2.301012, -0.596770, 0.519198], [0.328966, 0.147152, -0.502926], [-0.469814, 2.164430, -0.291487], [-0.234532, 1.119173, 1.261176], [-0.946642, -1.532572, -1.264932], [0.721551, -0.927547, 1.287077], [1.768754, -1.484127, 0.004183], [2.202718, -0.036987, 0.706606], [0.665468, 0.705770, -1.443447]],
  "forces_ev_per_a": [[0.6143, 0.9421, -2.3706], [0.1372, -0.0992, 3.5033], [-2.6228, -3.3175, -1.7898], [1.6213, -0.4602, -2.0054], [-1.3259, -1.2432, 1.6737], [3.3968, 2.7236, -2.1277], [-0.0638, 0.2996, -0.0127], [0.0275, 1.0981, -0.7056], [0.1943, 1.1351, 0.3543], [-0.6289, 0.0477, 0.8365], [-0.9850, 0.4013, -0.3651], [-0.7506, 0.7338, 0.2083], [0.3854, -2.2615, 2.8006]]
}

***

Across the entries above, ΔE to the lowest compared entry with this formula, charge and spin takes the values 15.12 175.46 kcal/mol, respectively.